C24H30FN6OS | ωB97M-V/def2-TZVPD

The geometry in XYZ format:
```
63
Properties=species:S:1:pos:R:3:forces:R:3
C 1.954685 1.823833 2.542361 -0.4 0.2 0.0
C 1.398378 0.569693 1.960332 -0.4 -0.4 0.3
C 0.328273 -0.106234 2.521575 0.7 0.1 -0.7
C -0.131301 -1.264693 1.881553 -0.6 -0.1 0.9
C -1.322375 -2.023274 2.425075 0.3 0.2 -1.2
C -2.486536 -1.937493 1.420166 -0.4 -0.2 0.5
C -3.275642 -0.633830 1.471977 -0.1 -0.1 -0.5
C -2.491652 0.551851 0.915405 0.3 0.1 0.3
S -3.568144 1.684567 0.004138 -0.4 0.0 0.1
C -2.443317 2.980047 -0.263665 0.3 -0.2 -0.2
N -1.328157 2.953088 -0.919420 -0.3 -0.1 0.2
N -0.807569 4.232951 -0.851482 0.0 0.3 0.4
C -1.650583 4.924367 -0.163168 0.3 -0.3 -0.3
O -2.711462 4.203617 0.249928 0.0 0.2 0.0
N 0.403776 -1.760108 0.783754 0.4 0.4 -0.4
N 1.417236 -1.093077 0.255100 -0.4 0.0 0.7
C 1.990635 -1.623715 -0.994169 0.1 -0.6 -0.8
C 1.321773 -2.899845 -1.464903 0.2 0.0 -0.1
C -0.096901 -2.724782 -1.995883 -0.2 -0.2 1.0
F -0.213401 -3.248963 -3.256416 0.0 0.1 -0.3
C 1.912209 0.002435 0.797896 0.5 0.5 -0.1
H 1.128497 2.519276 2.687300 0.0 0.1 0.0
H 2.679808 2.310765 1.900596 0.2 -0.1 0.0
H 2.373148 1.647169 3.529013 0.2 -0.1 0.0
H -0.152059 0.267896 3.411844 -0.1 -0.1 0.1
H -1.013514 -3.064719 2.484170 0.0 -0.1 0.4
H -1.606814 -1.618400 3.388813 0.0 -0.2 0.2
H -2.117795 -2.136792 0.416065 0.1 0.1 -0.1
H -3.183471 -2.745922 1.635046 0.0 -0.1 0.1
H -3.612659 -0.441328 2.488029 0.0 0.1 0.1
H -4.180662 -0.782754 0.882169 -0.1 0.0 -0.1
H -1.711984 0.212963 0.236554 0.0 0.0 -0.1
H -2.025873 1.103105 1.730615 0.1 0.1 0.0
H -1.579336 5.966736 0.080762 -0.1 0.1 0.1
H 3.053590 -1.808455 -0.867623 0.1 0.1 0.4
H 1.897079 -0.863536 -1.767320 -0.1 0.3 0.1
H 1.931947 -3.278011 -2.284042 0.0 0.1 -0.1
H 1.383051 -3.657577 -0.688772 -0.1 -0.1 0.1
H -0.404930 -1.677512 -1.976627 0.0 0.1 -0.4
H -0.796001 -3.253422 -1.347916 -0.1 -0.1 -0.1
H 2.748359 0.464171 0.294155 0.0 -0.1 -0.2
N 2.765050 -4.539513 3.266112 0.0 0.0 0.0
C 1.870079 -4.619209 2.284430 0.0 0.0 0.0
C 1.550779 -5.791119 1.618633 0.0 0.0 0.0
C 2.204227 -6.955090 1.994505 0.0 -0.1 0.0
C 3.139615 -6.892712 3.013341 0.0 0.0 0.0
C 3.382240 -5.665819 3.615855 0.0 0.0 0.1
H 1.389366 -3.682630 2.023351 -0.1 -0.1 -0.1
H 0.810487 -5.794194 0.828934 0.0 0.0 0.0
H 1.986670 -7.893548 1.501902 0.0 0.0 0.0
H 3.672140 -7.775469 3.337715 0.0 0.0 0.0
H 4.104801 -5.576455 4.418663 0.0 0.0 0.0
N -0.806316 5.022594 -5.291021 0.0 0.0 0.0
C -0.677485 6.102582 -6.057784 0.0 -0.1 0.0
C -0.749918 7.400424 -5.575913 0.0 0.0 0.0
C -0.969819 7.584190 -4.221729 0.0 0.0 0.0
C -1.105092 6.469361 -3.409852 0.0 0.0 -0.1
C -1.016337 5.211749 -3.988980 0.0 0.1 -0.2
H -0.508845 5.912555 -7.111935 0.0 0.0 0.0
H -0.636521 8.241730 -6.245308 0.0 0.0 0.0
H -1.032929 8.581214 -3.804713 0.0 0.0 0.0
H -1.273759 6.575538 -2.350538 0.0 0.0 0.1
H -1.108737 4.309732 -3.398653 0.0 0.0 0.1
```
Forces are in eV/Å.

Output
- Total charge: +1
- HOMO-LUMO gap: 0.2392 Ha
- Highest occupied orbital energy: -11.10 eV
- Electronic energy: -1834.06016 hartree
- LUMO: -0.1687 Ha